1:
{"formula": "C12H12", "method": "the ωB97M-V functional and the def2-TZVPD basis", "smiles": "c1ccccc1.c1ccccc1", "gap_ev": 9.5, "homo_energy_ev": -8.62, "total_charge": 0, "elements": ["C", "C", "C", "C", "C", "C", "H", "H", "H", "H", "H", "H", "C", "C", "C", "C", "C", "C", "H", "H", "H", "H", "H", "H"], "positions_angstrom": [[0.3399, -0.7502, 1.8954], [1.1056, 0.3512, 1.7641], [0.5009, 1.6175, 1.6109], [-0.9157, 1.7446, 1.6419], [-1.6739, 0.5390, 1.6543], [-1.0733, -0.6620, 1.8370], [0.8469, -1.6713, 2.0949], [2.2112, 0.2956, 1.9392], [1.0747, 2.5317, 1.4758], [-1.4171, 2.7336, 1.6138], [-2.7884, 0.6310, 1.5513], [-1.6881, -1.5796, 1.9899], [-1.0548, -0.3239, -1.6031], [-0.4224, 0.3211, -2.6517], [0.9067, 0.1185, -2.7849], [1.6246, -0.6344, -1.8904], [1.0610, -1.3554, -0.7912], [-0.3192, -1.2857, -0.7528], [-2.1378, -0.1013, -1.4444], [-0.9510, 0.8239, -3.6374], [1.3930, 0.6846, -3.6827], [2.7343, -0.4512, -1.8676], [1.6882, -1.8123, 0.0839], [-1.0453, -1.7651, -0.0462]], "lowdin_charge": [-0.163, -0.121, -0.069, -0.065, -0.123, -0.149, 0.102, 0.126, 0.095, 0.106, 0.119, 0.124, -0.075, -0.153, -0.173, -0.112, -0.101, -0.105, 0.107, 0.158, 0.133, 0.112, 0.133, 0.093]}

2:
{"formula": "C12H12", "method": "the ωB97M-V functional and the def2-TZVPD basis", "smiles": "c1ccccc1.c1ccccc1", "gap_ev": 9.4, "homo_energy_ev": -8.54, "total_charge": 0, "elements": ["C", "C", "C", "C", "C", "C", "H", "H", "H", "H", "H", "H", "C", "C", "C", "C", "C", "C", "H", "H", "H", "H", "H", "H"], "positions_angstrom": [[2.2114, 1.4027, 0.1574], [3.3103, 0.5703, 0.0599], [3.1461, -0.7893, 0.1513], [1.7135, -1.3319, 0.0096], [0.6749, -0.5108, -0.2780], [0.9452, 0.9109, -0.1831], [2.2528, 2.5005, 0.3373], [4.4604, 0.8353, 0.1092], [4.0329, -1.5146, 0.1309], [1.5566, -2.4301, 0.3687], [-0.3030, -0.8095, -0.7253], [0.0889, 1.6041, -0.5749], [-1.9380, -1.3558, 0.1468], [-2.1126, -0.5980, 1.3663], [-2.2147, 0.7869, 1.2159], [-2.1675, 1.3216, -0.1610], [-2.1274, 0.4861, -1.2525], [-1.8201, -0.8625, -1.0726], [-1.3478, -2.3625, 0.4092], [-2.1022, -0.9452, 2.4530], [-2.2472, 1.3984, 2.0929], [-2.2977, 2.4166, -0.4556], [-2.2761, 0.8776, -2.3353], [-1.4386, -1.6010, -1.9702]], "lowdin_charge": [-0.123, -0.164, -0.088, -0.077, -0.131, -0.066, 0.108, 0.137, 0.110, 0.117, 0.016, 0.113, -0.168, -0.071, -0.062, -0.109, -0.134, -0.238, 0.157, 0.126, 0.086, 0.126, 0.143, 0.192]}

Which one is most stable, and which one is least stable? 1 is the most stable of them, while 2 is the least stable.

1:
{"formula": "C12H12", "method": "the ωB97M-V functional and the def2-TZVPD basis", "smiles": "CC1=CCc2ccccc2C=C1", "gap_ev": 8.7, "homo_energy_ev": -8.16, "total_charge": 0, "elements": ["C", "C", "C", "C", "C", "C", "C", "C", "C", "C", "C", "C", "H", "H", "H", "H", "H", "H", "H", "H", "H", "H", "H", "H"], "positions_angstrom": [[0.9599, -2.4305, -0.9793], [-0.3126, -1.7007, -1.3852], [-1.4519, -1.5127, -0.6253], [-1.2133, -1.1855, 0.8052], [-0.4426, 0.2087, 0.7872], [-0.4377, 0.7465, 2.0476], [0.3300, 1.8839, 2.3259], [0.6644, 2.7192, 1.2841], [0.5252, 2.2714, -0.0108], [0.0629, 0.9582, -0.3066], [0.1834, 0.6830, -1.7924], [-0.0764, -0.5627, -2.3343], [0.7345, -3.4532, -0.9854], [1.2827, -2.0057, 0.0753], [1.7392, -2.2820, -1.7172], [-2.2338, -0.9548, -1.1500], [-0.5991, -1.9177, 1.4094], [-2.0724, -1.1335, 1.3938], [-1.0823, 0.3523, 2.9094], [0.5298, 2.1636, 3.3073], [1.3411, 3.5280, 1.5144], [0.8182, 2.9778, -0.9088], [0.6569, 1.5194, -2.3078], [0.0942, -0.8729, -3.3565]], "lowdin_charge": [-0.042, -0.296, -0.065, -0.142, -0.143, -0.065, -0.083, -0.105, -0.060, -0.135, -0.013, -0.065, 0.050, 0.126, 0.070, 0.110, 0.129, 0.076, 0.144, 0.080, 0.102, 0.142, 0.092, 0.093]}

2:
{"formula": "C12H12", "method": "the ωB97M-V functional and the def2-TZVPD basis", "smiles": "Cc1ccc2c(C)cccc2c1", "gap_ev": 8.7, "homo_energy_ev": -8.03, "total_charge": 0, "elements": ["C", "C", "C", "C", "C", "C", "C", "C", "C", "C", "C", "C", "H", "H", "H", "H", "H", "H", "H", "H", "H", "H", "H", "H"], "positions_angstrom": [[-2.1273, 2.2113, 2.3571], [-1.3841, 1.3950, 1.3342], [-0.4761, 2.0859, 0.4287], [0.3494, 1.3602, -0.3939], [0.4020, -0.0483, -0.5252], [1.3271, -0.8497, -1.3651], [2.2770, -0.2556, -2.2700], [1.3604, -2.2015, -1.1657], [0.3980, -2.9008, -0.3482], [-0.6107, -2.1330, 0.2402], [-0.5396, -0.7118, 0.3068], [-1.4749, 0.0234, 1.1585], [-1.2260, 2.9313, 2.6948], [-3.0160, 2.7839, 1.8780], [-2.5981, 1.5858, 3.2224], [-0.5275, 3.1471, 0.3354], [1.0028, 1.9562, -0.9464], [2.8266, -1.0005, -2.9038], [1.8421, 0.3807, -3.0320], [3.0879, 0.3472, -1.7512], [2.1406, -2.7829, -1.6530], [0.4306, -4.0281, -0.1942], [-1.4201, -2.5879, 0.8603], [-2.0439, -0.7080, 1.7325]], "lowdin_charge": [-0.083, -0.299, -0.039, -0.036, -0.097, -0.246, -0.087, -0.060, -0.061, -0.059, -0.168, 0.012, 0.119, 0.098, 0.098, 0.100, 0.085, 0.092, 0.079, 0.110, 0.105, 0.119, 0.112, 0.105]}

Which one is most stable, and which one is least stable? 2 is the most stable of them, while 1 is the least stable.

1:
{"formula": "C4H7N3", "method": "the ωB97M-V functional and the def2-TZVPD basis", "smiles": "CNc1cc[nH]n1", "gap_ev": 9.0, "homo_energy_ev": -7.94, "total_charge": 0, "elements": ["C", "N", "C", "C", "C", "N", "N", "H", "H", "H", "H", "H", "H", "H"], "positions_angstrom": [[-2.3604, 0.2124, 0.4767], [-1.2184, 0.4403, -0.6821], [0.1019, 0.0947, -0.4012], [0.7992, 0.2236, 0.8273], [2.0738, -0.2239, 0.5378], [2.0740, -0.5741, -0.7708], [0.8762, -0.3958, -1.3702], [-1.7565, 1.3291, 0.3964], [-3.2613, 0.0401, -0.0859], [-2.0540, -0.6285, 1.0720], [-1.5039, 0.1528, -1.6136], [0.4319, 0.5943, 1.7740], [2.9610, -0.3112, 1.1525], [2.8366, -0.9537, -1.3130]], "lowdin_charge": [-0.027, -0.097, -0.417, -0.040, -0.113, -0.055, 0.066, 0.156, 0.036, 0.036, 0.106, 0.094, 0.110, 0.146]}

2:
{"formula": "C4H7N3", "method": "the ωB97M-V functional and the def2-TZVPD basis", "gap_ev": 8.9, "homo_energy_ev": -7.96, "total_charge": 0, "elements": ["C", "N", "C", "C", "C", "N", "N", "H", "H", "H", "H", "H", "H", "H"], "positions_angstrom": [[-1.3981, 1.0999, -1.8961], [-0.8114, 0.9506, -0.5897], [-0.0901, -0.0730, -0.3538], [0.5149, -0.2849, 0.9561], [1.4211, -1.4352, 1.3442], [0.2040, 0.6994, 1.7644], [-0.1879, 1.6284, 2.2727], [-2.4882, 1.1611, -1.7999], [-1.1506, 0.2845, -2.5955], [-1.0674, 2.0485, -2.3335], [0.1187, -0.8549, -1.1004], [1.4264, -1.5721, 2.4329], [1.0475, -2.3681, 0.8915], [2.4612, -1.2843, 1.0073]], "lowdin_charge": [-0.155, -0.044, -0.167, -0.306, -0.057, -0.076, 0.244, 0.073, 0.069, 0.072, 0.122, 0.075, 0.076, 0.074]}

3:
{"formula": "C4H7N3", "method": "the ωB97M-V functional and the def2-TZVPD basis", "gap_ev": 9.7, "homo_energy_ev": -9.08, "total_charge": 0, "elements": ["C", "C", "N", "C", "N", "C", "N", "H", "H", "H", "H", "H", "H", "H"], "positions_angstrom": [[0.9789, -0.5760, -0.6778], [1.1192, 0.8326, -0.1593], [0.1871, 0.8995, 0.9603], [-0.9739, 0.1915, 0.8170], [-2.0361, 0.3525, 1.4958], [-0.7599, -0.7852, -0.2768], [-1.4385, -1.5798, -0.9737], [-0.3366, -1.3709, -1.3341], [1.5194, -1.3225, -0.0827], [1.3551, -0.6589, -1.7280], [0.8642, 1.5549, -0.9512], [2.1253, 1.0591, 0.1946], [0.1289, 1.7336, 1.5180], [-2.7333, -0.3304, 1.1979]], "lowdin_charge": [-0.098, -0.225, 0.033, -0.439, 0.138, -0.299, 0.173, 0.071, 0.106, 0.121, 0.120, 0.114, 0.137, 0.048]}

Which one is most stable, and which one is least stable? 2 is the most stable of them, while 3 is the least stable.

1:
{"formula": "C4H7N3", "method": "the ωB97M-V functional and the def2-TZVPD basis", "smiles": "C#C/C(=N/C)NN", "gap_ev": 9.4, "homo_energy_ev": -8.63, "total_charge": 0, "elements": ["C", "C", "C", "N", "C", "N", "N", "H", "H", "H", "H", "H", "H", "H"], "positions_angstrom": [[-1.0341, 2.6186, 0.9453], [-0.5278, 1.5644, 0.6051], [0.0910, 0.3499, -0.0488], [0.7620, 0.5953, -1.1533], [1.3396, -0.5304, -1.8233], [-0.2801, -0.7981, 0.5116], [-1.1992, -0.7380, 1.6080], [-1.4144, 3.5600, 1.1306], [2.1057, -1.0946, -1.2599], [1.7851, -0.1297, -2.7310], [0.5745, -1.2277, -2.1192], [0.1731, -1.7116, 0.2591], [-1.7319, -1.5781, 1.6314], [-0.6436, -0.8800, 2.4444]], "lowdin_charge": [0.117, -0.047, -0.418, 0.003, -0.180, -0.047, 0.044, 0.002, 0.079, 0.066, 0.061, 0.163, 0.071, 0.085]}

2:
{"formula": "C4H7N3", "method": "the ωB97M-V functional and the def2-TZVPD basis", "gap_ev": 9.1, "homo_energy_ev": -8.25, "total_charge": 0, "elements": ["C", "N", "C", "C", "C", "N", "N", "H", "H", "H", "H", "H", "H", "H"], "positions_angstrom": [[-0.3181, -1.8853, 1.3104], [-0.1143, -0.8627, 0.3082], [-0.6303, -0.8597, -0.9533], [-0.2200, 0.2861, -1.6236], [0.6776, 2.3023, -0.6075], [0.5225, 0.8528, -0.6082], [0.5964, 0.2032, 0.5507], [0.0262, -1.5367, 2.2838], [0.2123, -2.7962, 1.0255], [-1.3900, -2.0874, 1.3467], [-1.3940, -1.5887, -1.1929], [1.1932, 2.6745, 0.2799], [1.1843, 2.6242, -1.5162], [-0.3457, 2.6735, -0.6038]], "lowdin_charge": [-0.013, -0.212, -0.135, -0.071, -0.052, -0.248, 0.116, 0.090, 0.093, 0.092, 0.095, 0.081, 0.082, 0.082]}

3:
{"formula": "C4H7N3", "method": "the ωB97M-V functional and the def2-TZVPD basis", "smiles": "Nc1c[nH]c(N)c1", "gap_ev": 8.5, "homo_energy_ev": -7.41, "total_charge": 0, "elements": ["N", "C", "C", "N", "C", "N", "C", "H", "H", "H", "H", "H", "H", "H"], "positions_angstrom": [[-0.9554, -2.3192, 0.2945], [-0.3447, -1.0828, -0.0113], [0.5545, -0.8207, -1.0191], [0.9540, 0.4917, -0.8856], [0.3204, 1.0686, 0.1729], [0.6380, 2.4076, 0.5117], [-0.4979, 0.1169, 0.7431], [-0.8898, -2.9714, -0.4776], [-1.9335, -2.2043, 0.5324], [0.9869, -1.4671, -1.7683], [1.5982, 0.9867, -1.4809], [-0.0995, 3.0552, 0.2533], [0.7846, 2.4923, 1.5114], [-1.1158, 0.2464, 1.6235]], "lowdin_charge": [0.062, -0.357, -0.090, 0.050, -0.393, 0.075, -0.007, 0.076, 0.077, 0.105, 0.148, 0.076, 0.076, 0.102]}

4:
{"formula": "C4H7N3", "method": "the ωB97M-V functional and the def2-TZVPD basis", "smiles": "CCc1c[nH]nn1", "gap_ev": 10.0, "homo_energy_ev": -9.15, "total_charge": 0, "elements": ["C", "C", "C", "C", "N", "N", "N", "H", "H", "H", "H", "H", "H", "H"], "positions_angstrom": [[-1.5900, 0.8280, 0.0607], [-1.1438, -0.6611, 0.2892], [0.3883, -0.8113, 0.3755], [1.4244, -0.9581, -0.5543], [2.1635, 0.1616, -0.3540], [1.7037, 0.9017, 0.6532], [0.7046, 0.2751, 1.1373], [-2.6535, 0.8486, -0.2119], [-1.4670, 1.4670, 0.9446], [-1.0411, 1.3230, -0.7521], [-1.6076, -1.0007, 1.2178], [-1.4844, -1.2395, -0.5595], [1.8070, -1.7008, -1.2549], [2.9064, 0.5533, -0.9068]], "lowdin_charge": [-0.115, -0.193, -0.265, -0.039, -0.020, 0.001, -0.012, 0.065, 0.064, 0.069, 0.098, 0.090, 0.113, 0.144]}

Which one is most stable, and which one is least stable? 3 is the most stable of them, while 1 is the least stable.

1:
{"formula": "C4H7N3", "method": "the ωB97M-V functional and the def2-TZVPD basis", "smiles": "Cc1cn(C)nn1", "gap_ev": 9.7, "homo_energy_ev": -8.97, "total_charge": 0, "elements": ["C", "C", "C", "N", "C", "N", "N", "H", "H", "H", "H", "H", "H", "H"], "positions_angstrom": [[-2.4973, 0.1920, -0.1456], [-1.1066, -0.3915, -0.0402], [0.0833, 0.2998, -0.2668], [1.1024, -0.4621, 0.1772], [2.4706, 0.1564, 0.1119], [0.6871, -1.6262, 0.6436], [-0.8518, -1.5870, 0.4731], [-3.3180, -0.5379, -0.1919], [-2.6669, 0.8154, 0.7439], [-2.5421, 0.8025, -1.0477], [0.2463, 1.2591, -0.7109], [3.2566, -0.4633, 0.5449], [2.4355, 1.1141, 0.6508], [2.7117, 0.3740, -0.9382]], "lowdin_charge": [-0.047, -0.405, -0.085, -0.229, 0.003, 0.066, 0.089, 0.078, 0.080, 0.070, 0.114, 0.085, 0.090, 0.091]}

2:
{"formula": "C4H7N3", "method": "the ωB97M-V functional and the def2-TZVPD basis", "gap_ev": 8.3, "homo_energy_ev": -7.73, "total_charge": 0, "elements": ["N", "C", "C", "C", "N", "C", "N", "H", "H", "H", "H", "H", "H", "H"], "positions_angstrom": [[-2.4182, -0.1371, 0.2117], [-1.0286, -0.0486, 0.0163], [0.0126, -0.8856, 0.0678], [1.2665, -0.1243, -0.0424], [2.5168, -0.8258, -0.0737], [1.1131, 1.2189, -0.1940], [-0.4445, 1.2982, -0.1138], [-2.9457, -0.1130, -0.6564], [-2.6673, -0.9822, 0.7116], [-0.0477, -1.9650, 0.1644], [2.9597, -0.7867, 0.8408], [3.1407, -0.3297, -0.7019], [-0.6765, 1.8706, 0.7004], [-0.7810, 1.8104, -0.9308]], "lowdin_charge": [0.076, -0.358, 0.012, -0.448, 0.028, -0.038, 0.016, 0.084, 0.085, 0.111, 0.067, 0.060, 0.154, 0.150]}

Which one is most stable, and which one is least stable? 1 is the most stable of them, while 2 is the least stable.

1:
{"formula": "C4H7N3", "method": "the ωB97M-V functional and the def2-TZVPD basis", "smiles": "[H]/N=C(\\C#N)NCC", "gap_ev": 10.4, "homo_energy_ev": -9.69, "total_charge": 0, "elements": ["H", "N", "C", "C", "N", "N", "C", "C", "H", "H", "H", "H", "H", "H"], "positions_angstrom": [[-0.5930, 2.6292, -1.3504], [-0.6709, 1.8551, -0.6972], [0.0085, 0.8626, -1.1299], [0.5048, 0.9482, -2.4907], [0.4742, 1.1961, -3.6175], [0.1941, -0.3080, -0.4647], [-0.5048, -0.5222, 0.7920], [0.4128, -1.1031, 1.8540], [0.4995, -1.1127, -0.9938], [-0.8747, 0.4612, 1.0878], [-1.3806, -1.1632, 0.6257], [1.2798, -0.4527, 2.0036], [0.7705, -2.1000, 1.5765], [-0.1202, -1.1903, 2.8046]], "lowdin_charge": [0.061, 0.140, -0.474, -0.145, 0.162, 0.021, -0.253, -0.093, 0.142, 0.099, 0.120, 0.077, 0.070, 0.073]}

2:
{"formula": "C4H7N3", "method": "the ωB97M-V functional and the def2-TZVPD basis", "smiles": "[H]/N=C(\\C#N)NCC", "gap_ev": 10.4, "homo_energy_ev": -9.59, "total_charge": 0, "elements": ["H", "N", "C", "C", "N", "N", "C", "C", "H", "H", "H", "H", "H", "H"], "positions_angstrom": [[1.5923, 1.9684, -1.7259], [1.2940, 1.4414, -0.9105], [0.0999, 1.0107, -1.0435], [-0.7189, 1.2738, -2.2315], [-1.3281, 1.5049, -3.1871], [-0.5336, 0.2609, -0.1019], [0.1298, -0.1565, 1.1209], [0.0379, -1.6643, 1.3027], [-1.4803, -0.0389, -0.2780], [1.1694, 0.1626, 1.0299], [-0.3034, 0.3700, 1.9794], [0.4940, -2.1706, 0.4464], [-1.0078, -1.9847, 1.3828], [0.5547, -1.9778, 2.2161]], "lowdin_charge": [0.058, 0.133, -0.466, -0.137, 0.158, 0.016, -0.248, -0.092, 0.139, 0.100, 0.116, 0.078, 0.071, 0.074]}

Which one is most stable, and which one is least stable? 2 is the most stable of them, while 1 is the least stable.